This record from OMol25 describes a structure of composition C25H59NO21S6 at a distorted geometry. The level of theory is ωB97M-V/def2-TZVPD.

```
112
Properties=species:S:1:pos:R:3:forces:R:3
C 4.732 -11.863 18.557 1.22 -1.25 -0.52
C 5.298 -11.834 17.106 0.52 -0.26 1.12
O 4.273 -12.418 16.303 -0.55 0.40 0.67
S 2.873 -11.912 16.904 0.59 0.17 0.92
O 1.992 -13.004 16.913 -0.59 -0.73 0.04
O 2.493 -10.690 16.306 -0.08 0.59 -0.25
O 3.359 -11.574 18.447 -0.77 0.16 -1.77
H 5.251 -11.179 19.213 -0.13 0.46 0.04
H 4.796 -12.870 18.994 0.31 0.17 -0.19
H 6.224 -12.366 16.964 0.05 -0.86 0.22
H 5.593 -10.870 16.761 -0.50 1.17 -0.20
C 7.299 -10.826 21.638 1.13 -2.85 -1.66
C 8.084 -11.970 20.727 -0.59 0.38 1.09
O 7.279 -13.173 20.860 0.20 0.86 0.14
S 6.752 -13.130 22.347 -0.92 0.82 -0.25
O 7.807 -13.351 23.242 1.34 -0.51 0.87
O 5.551 -13.840 22.398 -1.17 -1.14 0.17
O 6.363 -11.587 22.444 0.80 0.36 -0.90
H 6.746 -10.180 21.000 -0.32 0.72 -0.16
H 8.114 -10.408 22.181 -0.02 0.82 0.80
H 9.070 -12.165 21.118 0.21 -0.04 0.69
H 8.281 -11.832 19.690 -0.70 0.67 -0.85
C 6.674 -5.801 24.950 0.25 -0.14 0.85
C 6.851 -5.721 23.435 0.24 0.21 -0.96
C 6.269 -6.890 22.588 -1.13 0.25 1.03
C 4.706 -6.878 22.526 0.91 0.63 0.92
C 4.354 -5.514 21.933 -0.90 -1.10 -0.33
C 4.842 -4.334 22.751 -0.05 1.28 0.12
N 6.324 -4.450 22.851 -0.44 -1.26 -0.94
O 6.890 -3.378 23.542 -0.16 0.75 0.28
C 4.494 -3.026 21.989 0.40 0.32 -0.82
C 4.193 -4.240 24.125 0.60 1.33 1.15
C 8.342 -5.688 23.145 0.91 -0.36 0.28
H 6.796 -4.823 25.434 0.48 -0.08 -0.41
H 7.388 -6.500 25.451 -0.58 0.39 -0.58
H 5.671 -6.037 25.251 -0.39 -0.73 0.03
H 6.654 -6.790 21.577 0.15 -0.10 -0.07
H 6.685 -7.771 23.060 -0.04 -0.55 -0.14
H 4.281 -6.837 23.539 0.28 -0.47 -0.03
H 4.222 -7.753 22.048 0.51 0.58 -0.14
H 3.271 -5.488 21.813 -0.20 0.42 0.15
H 4.737 -5.477 20.926 0.38 0.31 -0.49
H 3.466 -2.896 21.664 -0.51 -0.58 0.52
H 4.749 -2.077 22.446 0.15 -0.13 0.87
H 5.000 -2.932 21.036 0.60 -0.53 -0.38
H 4.866 -3.689 24.817 -0.19 -0.02 -0.62
H 3.272 -3.654 24.175 -0.16 -0.39 -0.39
H 4.098 -5.167 24.637 -0.62 -0.83 0.07
H 8.602 -5.667 22.087 -0.25 0.30 -0.10
H 8.930 -6.506 23.566 -0.55 -0.55 0.04
H 8.780 -4.864 23.675 0.21 0.83 -0.10
H 7.354 -2.909 22.843 0.10 0.15 0.11
O 13.702 -6.195 19.573 1.80 -1.04 -0.31
S 12.410 -5.966 20.085 -0.20 -1.11 0.53
O 12.206 -4.743 20.716 -0.74 2.84 1.74
O 11.429 -6.088 18.908 -1.65 -0.36 -1.08
C 11.328 -5.100 17.840 0.27 -1.42 -1.35
C 11.975 -5.689 16.561 0.13 0.19 0.16
C 11.822 -7.310 21.134 0.79 -0.62 -1.80
H 11.685 -4.106 18.091 0.29 -0.19 0.40
H 10.268 -5.059 17.634 -0.36 0.27 0.17
H 11.506 -6.571 16.153 -0.74 -0.52 0.51
H 13.016 -5.994 16.641 0.16 0.56 0.33
H 11.831 -5.008 15.734 0.30 0.65 -0.10
H 12.076 -8.177 20.501 -0.08 0.01 0.47
H 10.737 -7.357 21.266 0.33 0.55 0.27
H 12.472 -7.329 22.012 -0.43 0.18 0.00
O 6.955 -11.169 14.265 0.46 0.10 0.67
S 8.308 -11.415 14.681 -1.13 2.25 -1.87
O 8.679 -11.495 16.040 0.31 0.32 1.72
O 8.725 -12.682 13.983 0.76 -2.08 -1.40
C 9.673 -13.648 14.522 -1.35 -1.21 -0.32
C 8.822 -14.614 15.385 0.54 -0.29 0.02
C 9.349 -10.264 13.796 0.28 0.35 0.18
H 10.505 -13.172 15.019 -0.06 0.26 0.39
H 10.049 -14.130 13.607 -0.07 0.03 0.45
H 8.244 -14.070 16.132 0.48 0.17 0.25
H 9.467 -15.374 15.879 -0.46 0.49 -0.27
H 8.029 -15.126 14.818 0.65 0.10 -0.28
H 10.389 -10.569 13.915 -0.02 -0.02 0.20
H 9.229 -9.248 14.177 -0.10 -0.13 0.11
H 9.134 -10.272 12.725 -0.32 -0.21 0.25
O 6.491 -4.664 14.757 0.12 0.08 0.65
S 7.147 -5.926 14.640 1.78 -0.51 -2.94
O 8.495 -6.190 15.109 -1.10 0.57 0.34
O 6.280 -7.079 15.195 -0.02 -0.59 1.04
C 4.822 -6.971 15.108 0.37 -1.14 0.29
C 4.203 -8.191 15.799 1.37 0.47 -0.76
C 7.168 -6.386 12.851 0.20 0.49 1.16
H 4.640 -7.005 14.047 -0.64 0.30 -0.33
H 4.579 -6.041 15.576 -0.51 0.60 0.01
H 4.675 -9.093 15.352 -0.50 0.43 0.49
H 3.153 -8.167 15.565 -0.44 -0.25 0.12
H 4.373 -8.135 16.876 -0.10 -0.23 -0.13
H 6.133 -6.545 12.601 -0.33 -0.01 -0.36
H 7.711 -7.327 12.808 0.04 0.09 -0.14
H 7.610 -5.600 12.214 -0.16 -0.35 0.58
O 9.212 -9.198 19.988 -0.57 0.59 -1.09
S 8.377 -8.599 18.953 1.44 -0.02 2.78
O 7.132 -9.218 18.686 -1.11 -0.86 -0.97
O 8.052 -7.148 19.492 -0.45 0.51 -0.95
C 7.029 -6.405 18.673 0.83 0.53 0.83
C 7.068 -4.925 19.088 0.16 -0.32 -0.37
C 9.358 -8.333 17.543 -0.30 -0.13 -1.47
H 6.059 -6.871 18.815 -0.03 -0.09 0.30
H 7.302 -6.529 17.627 0.02 0.16 -0.02
H 6.835 -4.706 20.150 -0.08 -0.35 -0.64
H 6.411 -4.399 18.392 -0.45 0.01 0.33
H 8.029 -4.475 18.848 0.34 -0.27 0.20
H 10.237 -7.760 17.854 -0.18 -0.22 -0.07
H 8.753 -7.775 16.789 0.55 -0.30 0.55
H 9.613 -9.322 17.090 -0.15 0.67 0.60
```
Forces are in eV/Å.

Molar mass in u: 902.1
HOMO-LUMO gap in eV: 8.60
Highest occupied orbital energy in eV: -8.8
Electronic energy in hartree: -5011.69388
LUMO energy in eV: -0.2
Largest force on an atom in eV Å⁻¹: 3.48

Löwdin atomic charge list, values in e, 99 entries: atom 1 (C): -0.161, atom 2 (C): -0.168, atom 3 (O): -0.167, atom 4 (S): 0.621, atom 5 (O): -0.204, atom 6 (O): -0.224, atom 7 (O): -0.174, atom 8 (H): 0.111, atom 9 (H): 0.138, atom 10 (H): 0.110, atom 11 (H): 0.091, atom 12 (C): -0.109, atom 13 (C): -0.123, atom 14 (O): -0.197, atom 15 (S): 0.530, atom 16 (O): -0.201, atom 17 (O): -0.202, atom 18 (O): -0.188, atom 19 (H): 0.083, atom 20 (H): 0.108, atom 21 (H): 0.112, atom 22 (H): 0.101, atom 23 (C): -0.027, atom 24 (C): -0.490, atom 25 (C): -0.099, atom 26 (C): -0.140, atom 27 (C): -0.152, atom 28 (C): -0.486, atom 29 (N): -0.107, atom 30 (O): -0.028, atom 31 (C): -0.036, atom 32 (C): -0.031, atom 33 (C): -0.045, atom 34 (H): 0.087, atom 35 (H): 0.103, atom 36 (H): 0.052, atom 37 (H): 0.088, atom 38 (H): 0.114, atom 39 (H): 0.095, atom 40 (H): 0.117, atom 41 (H): 0.126, atom 42 (H): 0.097, atom 43 (H): 0.082, atom 44 (H): 0.078, atom 45 (H): 0.067, atom 46 (H): 0.094, atom 47 (H): 0.091, atom 48 (H): 0.045, atom 49 (H): 0.079, atom 50 (H): 0.088, atom 51 (H): 0.077, atom 52 (H): 0.113, atom 53 (O): -0.257, atom 54 (S): 0.483, atom 55 (O): -0.256, atom 56 (O): -0.297, atom 57 (C): -0.179, atom 58 (C): -0.056, atom 59 (C): -0.093, atom 60 (H): 0.126, atom 61 (H): 0.101, atom 62 (H): 0.053, atom 63 (H): 0.080, atom 64 (H): 0.076, atom 65 (H): 0.070, atom 66 (H): 0.055, atom 67 (H): 0.079, atom 68 (O): -0.257, atom 69 (S): 0.494, atom 70 (O): -0.267, atom 71 (O): -0.267, atom 72 (C): -0.188, atom 73 (C): -0.054, atom 74 (C): -0.106, atom 75 (H): 0.115, atom 76 (H): 0.128, atom 77 (H): 0.059, atom 78 (H): 0.092, atom 79 (H): 0.088, atom 80 (H): 0.072, atom 81 (H): 0.059, atom 82 (H): 0.078, atom 83 (O): -0.264, atom 84 (S): 0.560, atom 85 (O): -0.311, atom 86 (O): -0.280, atom 87 (C): -0.202, atom 88 (C): -0.043, atom 89 (C): -0.083, atom 90 (H): 0.108, atom 91 (H): 0.110, atom 92 (H): 0.090, atom 93 (H): 0.077, atom 94 (H): 0.085, atom 95 (H): 0.045, atom 96 (H): 0.054, atom 97 (H): 0.083, atom 98 (O): -0.282, atom 99 (S): 0.550